one | Density functional theory data (the ωB97M-V functional and the def2-TZVPD basis) for the ion C5H15N2 with charge +1.

Each line ends with the natural charge from an NBO analysis.
Positions of all 22 atoms, in Å:
C: 1.23416 -2.67264 -1.03923  -0.430
N: 0.67057 -1.32112 -1.14668  -0.632
C: 1.04464 -0.50068 0.02953  -0.265
C: 0.12994 0.69953 0.00488  -0.027
C: 0.54905 1.98088 0.74183  -0.649
N: -1.20992 0.26068 0.63604  -0.507
C: -2.37151 1.17159 0.33390  -0.429
H: 0.90256 -3.21884 -1.92391  0.222
H: 2.32700 -2.77364 -1.16571  0.189
H: 0.97257 -3.12749 -0.09077  0.199
H: 1.03280 -0.85909 -1.96941  0.368
H: 2.10760 -0.23036 0.00962  0.217
H: 0.93774 -1.11518 0.92437  0.204
H: -0.06530 0.98999 -1.02640  0.225
H: 1.38544 2.44270 0.21125  0.256
H: -0.22715 2.73769 0.70721  0.229
H: 0.89205 1.78192 1.75426  0.227
H: -1.01016 0.23710 1.63910  0.429
H: -1.39809 -0.68938 0.33145  0.447
H: -2.53651 1.85837 1.16610  0.236
H: -2.07849 1.75801 -0.52576  0.238
H: -3.28900 0.58997 0.39831  0.251

Results
HOMO energy in eV: -13.08
Net charge: +1
Multiplicity: 1
LUMO in hartree: -0.109
Orbital gap in eV: 10.1
SMILES string: CNC[C@H](C)[NH2+]C

two | Density functional theory data (the ωB97M-V functional and the def2-TZVPD basis) for a cluster of 3 separate species, C5H15N2 in total.

Each line ends with the natural charge from an NBO analysis.
Positions of all 22 atoms, in Å:
C: 1.70829 0.88343 1.65746  -0.422
N: -0.98750 -1.14043 1.03764  -0.508
C: -1.02249 -0.84494 2.46917  -0.463
C: 1.13586 1.99624 1.11918  -0.383
N: -0.72713 0.28228 -1.08189  -0.267
C: -0.18887 -0.78067 -1.86331  -0.319
C: 0.53067 -0.07698 -3.07212  -0.593
H: 1.03036 0.00664 1.54587  0.180
H: 2.64956 1.07352 2.33469  0.245
H: -1.92925 -1.41215 0.70864  0.383
H: -0.27892 -1.44014 2.87580  0.248
H: -2.05885 -1.15510 2.96923  0.231
H: -0.95076 0.21599 2.61138  0.264
H: 1.39247 2.97891 1.46480  0.211
H: 0.29569 1.89955 0.37079  0.181
H: -1.63701 0.55083 -1.43513  0.380
H: -0.72448 -0.34655 0.21572  0.346
H: -0.94677 -1.57311 -2.41184  0.243
H: 0.48424 -1.44018 -1.28193  0.265
H: 1.25256 -0.78138 -3.58564  0.282
H: -0.22530 0.34104 -3.83346  0.244
H: 1.19764 0.76318 -2.81506  0.251

Results
HOMO energy in eV: -13.07
Net charge: +1
Multiplicity: 1
LUMO in hartree: -0.312
Orbital gap in eV: 4.6

three | Density functional theory data (the ωB97M-V functional and the def2-TZVPD basis) for a cluster of 2 separate species, C5H15N2 in total.

Each line ends with the natural charge from an NBO analysis.
Positions of all 22 atoms, in Å:
N: -1.42337 2.27314 0.57909  -0.698
C: -0.64149 1.94125 -0.41216  0.394
N: -0.92779 2.17888 -1.66310  -0.701
H: -2.22302 2.87546 0.45343  0.431
H: -1.04877 2.05495 1.46187  0.434
H: 0.26518 1.38909 -0.20747  0.256
H: -0.26386 1.94748 -2.32187  0.428
H: -1.85373 2.55275 -2.00276  0.437
C: -0.86728 -2.16314 1.28348  -0.609
C: 1.91392 -0.35840 -0.84340  -0.619
C: 1.29589 -1.37643 0.13895  -0.407
C: -0.06980 -0.99054 0.71631  -0.383
H: -0.85456 -2.94726 0.50679  0.217
H: -1.87385 -1.94887 1.61731  0.220
H: -0.35875 -2.52844 2.18413  0.219
H: 2.91022 -0.68162 -1.19883  0.248
H: 2.11938 0.58915 -0.37139  0.185
H: 1.27188 -0.21054 -1.78583  0.185
H: 2.03542 -1.56612 0.96908  0.219
H: 1.15818 -2.31653 -0.43628  0.214
H: 0.06297 -0.16918 1.45862  0.167
H: -0.62678 -0.54506 -0.12596  0.162

Results
HOMO energy in eV: -14.64
Net charge: +1
Multiplicity: 1
LUMO in hartree: -0.134
Orbital gap in eV: 11.0

four | Density functional theory data (the ωB97M-V functional and the def2-TZVPD basis) for a structure of composition C5H15N2.

Each line ends with the natural charge from an NBO analysis.
Positions of all 22 atoms, in Å:
C: 2.19583 0.82388 -0.85143  -0.623
C: 1.98142 0.53818 0.63721  -0.253
C: 0.42515 -0.36876 2.11338  0.060
N: 0.75154 -0.26051 0.89161  -0.439
H: 2.34445 -0.07121 -1.45626  0.213
H: 1.34371 1.37546 -1.24978  0.201
H: 3.07080 1.46715 -0.93132  0.249
H: 2.82949 -0.03142 1.01530  0.222
H: 1.93088 1.49389 1.15690  0.217
H: -0.47209 -0.92363 2.36766  0.200
H: 1.06641 0.05320 2.88274  0.198
H: 0.03848 -0.67284 -0.20189  0.440
C: -2.36136 0.60789 -0.05068  -0.624
C: -2.09601 -0.51709 -1.04181  -0.221
N: -0.65454 -0.89094 -1.25299  -0.765
H: -1.75286 1.49319 -0.23268  0.218
H: -3.41736 0.85919 -0.12962  0.250
H: -2.18526 0.25538 0.96032  0.206
H: -2.58782 -1.41370 -0.67793  0.213
H: -2.52503 -0.26133 -2.01107  0.214
H: -0.55901 -1.85321 -1.55859  0.417
H: -0.26165 -0.30364 -1.97896  0.407

Results
HOMO energy in eV: -14.89
Net charge: +1
Multiplicity: 1
LUMO in hartree: -0.125
Orbital gap in eV: 11.5

three (0.380 eV below the next structure)

one | Density functional theory data (the ωB97M-V functional and the def2-TZVPD basis) for the ion C5H15N2 with charge +1.

Each line ends with the natural charge from an NBO analysis.
Positions of all 22 atoms, in Å:
N: -1.21514 -1.11263 2.53799  -0.881
C: -1.71938 0.05352 1.78457  -0.204
C: -0.68882 0.42724 0.78568  -0.436
C: -0.32514 -0.53469 -0.33676  -0.418
C: 0.00541 0.18065 -1.66893  -0.457
C: 1.15830 1.07971 -1.58751  -0.176
N: 2.36283 -0.02156 -1.46759  -0.707
H: -1.65945 -1.16239 3.48998  0.405
H: -0.33718 -1.39148 2.26110  0.365
H: -2.06564 0.89564 2.48732  0.200
H: -2.69766 -0.14946 1.25408  0.175
H: -0.95513 1.38483 0.39825  0.211
H: 0.21113 0.63357 1.36615  0.194
H: -1.23640 -1.05148 -0.64018  0.241
H: 0.35212 -1.33583 0.00588  0.191
H: 0.09794 -0.58760 -2.46373  0.226
H: -0.91454 0.71152 -1.87526  0.261
H: 1.38443 1.67671 -2.49215  0.239
H: 1.08273 1.75587 -0.71412  0.248
H: 2.04599 -0.87117 -1.11583  0.436
H: 2.83621 -0.11231 -2.35395  0.438
H: 3.23948 0.30431 -0.96257  0.447

Results
HOMO energy in eV: -11.53
Net charge: +1
Multiplicity: 1
LUMO in hartree: -0.137
Orbital gap in eV: 7.8
SMILES string: NCCCCC[NH3+]

two | Density functional theory data (the ωB97M-V functional and the def2-TZVPD basis) for a cluster of 2 separate species, C5H15N2 in total.

Each line ends with the natural charge from an NBO analysis.
Positions of all 22 atoms, in Å:
C: -0.09010 0.98412 0.62002  -0.341
N: -0.94391 -0.04040 0.06064  -0.187
C: -4.64442 -1.06029 0.20931  -0.873
C: 1.40082 0.81062 -0.00821  0.035
N: 1.41601 -0.63043 -0.02805  -0.367
C: 2.31894 -1.27558 -1.11271  -0.460
C: 2.67430 1.42592 0.74653  -0.663
H: -0.38350 2.02703 0.35428  0.247
H: -0.03535 0.87101 1.71099  0.284
H: -1.43115 0.40487 -0.73041  0.361
H: -4.78433 -1.50584 -0.86406  0.225
H: -5.43699 -1.52187 0.92606  0.246
H: -3.53937 -1.19837 0.43174  0.195
H: 1.29331 1.14638 -0.96027  0.222
H: 0.47958 -0.92858 -0.20933  0.369
H: -4.75916 0.04167 0.24156  0.211
H: 3.45781 -1.23265 -0.93677  0.265
H: 2.07584 -0.76258 -2.13452  0.219
H: 1.83988 -2.29602 -1.14147  0.245
H: 2.45661 2.46187 1.10977  0.258
H: 3.60466 1.49021 0.10908  0.260
H: 3.03051 0.78888 1.60579  0.251

Results
HOMO energy in eV: -14.92
Net charge: +1
Multiplicity: 1
LUMO in hartree: -0.314
Orbital gap in eV: 6.4

one (5.102 eV below the next structure)

one | Density functional theory data (the ωB97M-V functional and the def2-TZVPD basis) for a cluster of 2 separate species, C5H15N2 in total.

Each line ends with the natural charge from an NBO analysis.
Positions of all 22 atoms, in Å:
C: -2.12000 -0.69658 0.56749  -0.557
C: -1.10538 -0.05659 -0.44790  -0.561
C: 0.20841 0.18378 0.16869  0.451
C: 1.39842 -0.55345 -0.38201  -0.566
C: 1.45970 -0.42541 -1.93064  -0.171
N: 1.23071 0.94356 -2.42417  -0.811
N: -0.71884 0.58464 3.11476  -1.055
H: -1.52358 -1.44600 1.09970  0.210
H: -2.39328 0.03652 1.31409  0.257
H: -1.00688 -0.69901 -1.32422  0.265
H: -1.54893 0.88367 -0.78352  0.284
H: -0.01801 0.65473 2.38413  0.317
H: 0.34479 1.24109 0.38600  0.212
H: 2.32016 -0.11832 0.01266  0.249
H: 1.39980 -1.61464 -0.10026  0.294
H: 0.71555 -1.10946 -2.34112  0.193
H: 2.41684 -0.82359 -2.26670  0.237
H: 2.03185 1.30434 -2.92060  0.395
H: 1.01791 1.52382 -1.63631  0.339
H: -0.70047 1.45621 3.63434  0.386
H: -0.40524 -0.13069 3.76265  0.380
H: -3.00354 -1.13861 0.11292  0.256

Results
HOMO energy in eV: -13.81
Net charge: +1
Multiplicity: 1
LUMO in hartree: -0.272
Orbital gap in eV: 6.4

two | Density functional theory data (the ωB97M-V functional and the def2-TZVPD basis) for the ion C5H15N2 with charge +1.

Each line ends with the natural charge from an NBO analysis.
Positions of all 22 atoms, in Å:
C: -1.91354 -1.26809 -1.51050  -0.629
C: -1.72775 -0.08997 -0.56081  -0.225
N: -0.30479 0.08414 -0.20086  -0.378
C: 0.48694 0.70214 -1.33083  -0.417
C: 0.03727 0.78438 1.09206  -0.214
C: 1.52015 0.63955 1.37438  -0.256
N: 1.84076 -0.79348 1.22750  -0.876
H: -1.69857 -2.21126 -1.02828  0.224
H: -1.28496 -1.23506 -2.40210  0.221
H: -2.94824 -1.26877 -1.83457  0.251
H: -2.32494 -0.24216 0.33153  0.230
H: -2.13264 0.77744 -1.08838  0.228
H: 0.17001 -0.81813 -0.01633  0.468
H: 1.46834 0.26093 -1.29681  0.234
H: -0.04071 0.49449 -2.25450  0.234
H: 0.41226 1.78323 -1.23699  0.229
H: -0.57797 0.28959 1.82821  0.222
H: -0.27365 1.82571 1.03447  0.231
H: 2.19624 1.22754 0.75908  0.221
H: 1.61435 0.93420 2.42151  0.223
H: 1.73851 -1.29335 2.10016  0.389
H: 2.79951 -0.87608 0.91555  0.390

Results
HOMO energy in eV: -14.22
Net charge: +1
Multiplicity: 1
LUMO in hartree: -0.094
Orbital gap in eV: 11.6
SMILES string: CC[N@@H+](C)CCN

three | Density functional theory data (the ωB97M-V functional and the def2-TZVPD basis) for a cluster of 2 separate species, C5H15N2 in total.

Each line ends with the natural charge from an NBO analysis.
Positions of all 22 atoms, in Å:
C: -1.49973 -1.40265 0.50069  -0.739
C: 0.86581 0.37631 1.20257  -0.430
C: 0.76472 1.18007 -1.28677  -0.413
C: -0.98036 1.61345 0.39591  -0.405
C: -0.72654 -0.59692 -0.43986  0.085
N: 1.78717 -1.80875 -0.83804  -0.629
N: 0.02055 0.59290 -0.00557  -0.273
H: -2.60200 -1.09764 0.65648  0.260
H: -1.04081 -1.53701 1.46135  0.228
H: -1.60509 -2.47544 0.04217  0.262
H: 1.54241 1.22360 1.23651  0.245
H: 0.19906 0.09757 2.04540  0.240
H: 1.63935 -0.48752 1.06985  0.252
H: 1.53156 0.48790 -1.66231  0.272
H: 0.16904 1.65108 -2.02354  0.243
H: 1.35564 2.08756 -0.96849  0.226
H: -1.53414 1.79194 -0.49191  0.230
H: -1.53877 1.25343 1.23909  0.235
H: -0.52802 2.58050 0.52369  0.238
H: -0.62202 -1.20299 -1.33316  0.244
H: 2.01135 -2.43868 -1.55599  0.322
H: 1.84275 -2.30397 0.01624  0.306

Results
HOMO energy (spin up / spin down) in eV: -15.25 / -12.69
Net charge: +1
Multiplicity: 1
LUMO (spin up / spin down) in hartree: -0.149 / -0.174
Orbital gap (spin up / spin down) in eV: 11.2 / 8.0

four | Density functional theory data (the ωB97M-V functional and the def2-TZVPD basis) for a cluster of 2 separate species, C5H15N2 in total.

Each line ends with the natural charge from an NBO analysis.
Positions of all 22 atoms, in Å:
C: -2.42933 1.14075 0.02032  -0.619
C: -1.32281 2.18363 -0.06663  -0.225
C: 0.89126 1.14450 -0.01825  0.136
N: -0.10876 1.60904 -0.67091  -0.455
H: -2.68897 0.80985 -0.98447  0.221
H: -2.12777 0.29210 0.62987  0.211
H: -3.30008 1.58620 0.49397  0.251
H: -1.63604 3.00172 -0.71227  0.231
H: -1.04068 2.58107 0.90230  0.220
H: 1.72994 0.69976 -0.51487  0.230
H: 0.93007 1.33060 1.04555  0.222
H: -0.16569 1.36185 -1.65178  0.420
C: 1.07046 -1.68707 -1.06067  -0.433
N: 0.65897 -1.20756 0.26126  -0.593
C: 1.41931 -1.88058 1.32045  -0.429
H: 2.14429 -1.52603 -1.17751  0.206
H: 0.85526 -2.74831 -1.20550  0.216
H: 0.57873 -1.12314 -1.84762  0.191
H: -0.31980 -1.42622 0.39918  0.373
H: 1.56188 -2.94471 1.12581  0.204
H: 0.90416 -1.78632 2.27783  0.218
H: 2.39558 -1.41112 1.43395  0.202

Results
HOMO energy in eV: -13.58
Net charge: +1
Multiplicity: 1
LUMO in hartree: -0.133
Orbital gap in eV: 10.0

two (0.854 eV below the next structure)